No. 1
C28H55BrN3O9S | wB97M-V/def2-TZVPD

Values from the calculation:
**Charge**: +1
**Molar mass**: 689.731 g mol⁻¹
**Max |F|**: 0.108 hartree/bohr
**Energy relative to the best compared isomer or geometry (same formula, charge and spin)**: 229.29 kJ/mol

XYZ file:
```
97
Properties=species:S:1:pos:R:3:forces:R:3:mulliken_charge:R:1
C 4.637018 0.930851 2.191780 0.23 0.23 -0.94 -0.992
C 5.168050 1.812584 0.962807 -0.62 0.24 0.11 0.208
C 5.120370 0.954501 -0.346481 1.02 -0.03 0.57 0.377
O 5.768116 -0.048882 -0.392735 -0.54 0.31 -0.27 -0.480
O 4.356452 1.338738 -1.480771 -0.89 0.37 1.01 -0.386
C 3.129561 0.556879 -1.500505 0.62 -1.51 0.09 -0.205
C 2.211469 0.897165 -2.715294 2.12 0.03 -0.62 -1.200
N 0.933190 1.637354 -2.421234 -0.56 0.10 -0.29 0.320
C 0.976651 2.605231 -1.298522 0.24 3.05 1.64 0.182
C 2.060537 3.762640 -1.519887 -1.21 0.21 -0.54 -0.782
C 2.322927 4.503995 -0.163779 0.56 -0.03 0.09 -0.338
C 3.350794 5.719126 -0.328896 -0.87 -1.87 0.03 -0.725
S 2.819530 7.247462 0.519666 3.35 4.38 0.39 1.319
O 3.447626 7.327428 1.827713 -1.97 -1.76 -0.73 -0.614
O 3.300831 8.371300 -0.289518 -1.48 -1.83 -0.30 -0.676
O 1.196036 7.397593 0.617678 0.90 -1.05 -0.14 -0.512
C -0.425285 3.383157 -1.203701 0.23 -0.77 -2.05 -1.768
N -1.591331 2.511622 -1.099137 0.09 -0.64 1.31 0.580
C -2.092284 2.279245 0.259984 -0.83 0.84 1.30 -0.903
C -3.627667 2.675961 0.490439 1.62 0.60 0.69 -0.325
O -3.927282 2.318983 1.859317 0.51 -0.25 -0.89 -0.544
C -1.629910 1.408344 -2.048618 0.04 0.89 -1.55 -0.692
Br -2.989916 0.012074 -1.669103 0.73 0.81 -0.22 -0.064
C -0.259646 0.695332 -2.399869 -0.93 -2.06 -0.13 0.439
C 0.014037 -0.614662 -1.549584 0.19 2.11 0.86 -0.099
C 0.110283 -0.422874 -0.114518 0.54 -3.42 0.49 0.160
C 0.314040 -1.654490 0.692323 -0.37 0.38 -4.15 -1.188
C 0.400208 -2.860704 -0.137429 0.01 0.36 0.71 -0.364
C 0.323801 -2.886790 -1.585859 -0.10 1.03 1.62 -0.603
N 0.117507 -1.738560 -2.285926 0.33 -0.19 1.75 -0.563
H 5.245805 1.176312 3.095338 -0.82 -0.26 -0.65 0.333
H 3.547194 1.148167 2.326085 0.95 -0.17 0.23 0.218
H 4.740986 -0.154237 1.940264 0.08 0.94 0.38 0.285
H 4.555721 2.748190 0.904227 0.50 -0.80 -0.18 -0.183
H 6.222741 2.152419 1.159095 -0.95 -0.63 -0.47 0.424
H 3.472820 -0.510542 -1.644293 -0.57 0.97 0.16 0.549
H 2.651205 0.584890 -0.490738 0.02 0.15 -0.92 0.201
H 2.036185 -0.046652 -3.300574 -0.47 1.03 0.75 0.589
H 2.808846 1.556992 -3.410123 -0.54 -0.61 0.81 0.534
H 0.763261 2.215443 -3.263892 0.10 -0.12 0.49 0.636
H 1.195276 2.181559 -0.292522 -0.20 -0.47 -1.11 -0.161
H 2.986747 3.403503 -2.031041 -0.53 0.22 0.84 0.505
H 1.576324 4.492477 -2.239725 0.59 -0.64 0.64 0.381
H 2.712578 3.726858 0.556497 -0.20 1.00 -0.59 0.061
H 1.411283 4.935054 0.318782 0.44 -0.63 -0.71 0.333
H 3.527784 5.962847 -1.403334 -0.27 0.07 0.94 0.490
H 4.306679 5.375908 0.138598 -0.68 0.97 -0.28 0.326
H 0.868253 8.024811 -0.059176 0.54 -0.18 0.22 0.376
H -0.510034 3.922089 -2.202742 0.10 -0.38 0.91 0.205
H -0.413040 4.183923 -0.430289 -0.03 -0.95 -0.46 0.679
H -1.535151 2.984228 0.947806 -0.47 -0.79 -0.66 0.428
H -1.952405 1.259981 0.700347 -0.02 0.58 -0.72 0.424
H -4.312260 2.192216 -0.243019 0.43 0.40 0.77 0.287
H -3.648750 3.803198 0.453914 -0.35 -1.05 -0.52 0.210
H -3.060308 2.213846 2.298375 -0.61 0.13 0.06 0.294
H -1.994799 1.848125 -3.027135 0.36 -0.52 0.93 0.691
H -0.360287 0.386557 -3.481316 0.14 -0.01 1.23 0.183
H 0.046901 0.536426 0.437279 -0.13 -0.66 -0.89 0.779
H 0.374567 -1.658641 1.798796 -0.03 -0.07 -0.99 0.477
H 0.534246 -3.835903 0.391904 -0.11 0.93 -0.61 0.388
H 0.428331 -3.841808 -2.159597 -0.22 1.01 0.67 0.452
C 0.276957 -8.274489 -2.558179 0.21 0.10 -0.17 -1.454
C -0.120871 -7.274455 -1.484463 -0.42 -0.68 -0.08 0.650
C -0.744653 -7.969412 -0.284167 0.04 0.15 0.19 -1.410
O -1.052564 -6.335397 -2.028709 0.03 0.46 0.10 -0.497
H -0.597581 -8.820233 -2.924139 0.00 -0.03 0.15 0.350
H 0.713252 -7.761318 -3.417899 0.04 -0.01 0.08 0.333
H 1.002682 -8.995308 -2.176698 -0.05 0.00 -0.03 0.405
H 0.758528 -6.708768 -1.165585 -0.12 0.16 -0.09 0.287
H -1.653754 -8.504936 -0.573557 0.09 -0.06 -0.06 0.340
H -1.035279 -7.238859 0.474725 0.07 -0.04 0.00 0.317
H -0.049567 -8.681251 0.165205 -0.06 0.01 -0.01 0.429
H -1.834193 -6.825336 -2.314096 0.14 -0.03 -0.06 0.280
C -0.976826 4.674848 4.880670 -0.19 0.12 -0.16 -1.331
C -1.269550 3.183342 4.882854 0.60 0.31 0.33 0.376
C -0.418497 2.453768 5.909040 -0.10 -0.27 0.03 -1.330
O -1.012764 2.644523 3.579752 -0.32 -0.22 -0.43 -0.342
H 0.069633 4.865966 4.621977 0.03 -0.07 0.13 0.329
H -1.587181 5.184533 4.131730 -0.05 -0.03 0.09 0.309
H -1.180308 5.118101 5.856822 0.04 0.00 -0.05 0.418
H -2.327032 3.017028 5.097704 0.03 -0.10 -0.24 0.295
H 0.646669 2.570040 5.684928 -0.03 0.15 0.03 0.335
H -0.631262 1.382636 5.892202 -0.07 0.07 0.04 0.339
H -0.605347 2.830719 6.915912 0.04 -0.01 -0.05 0.401
H -0.079629 2.787380 3.380268 -0.08 0.03 0.16 0.227
C -5.233591 -6.697476 -2.089254 -0.16 -0.25 -0.02 -1.144
C -5.218338 -6.159004 -0.666970 0.51 0.25 -0.41 0.405
C -5.120841 -4.642059 -0.651071 -0.12 0.19 0.19 -1.181
O -4.109012 -6.713633 0.040430 -0.11 -0.17 0.19 -0.520
H -4.311564 -6.430127 -2.616221 -0.04 0.17 0.02 0.205
H -5.292517 -7.787874 -2.085440 -0.07 0.06 0.04 0.308
H -6.082606 -6.303981 -2.652070 0.07 -0.02 -0.03 0.400
H -6.124289 -6.474758 -0.145634 0.16 -0.09 0.10 0.305
H -4.194375 -4.308610 -1.130048 -0.04 -0.08 -0.11 0.255
H -5.099344 -4.268912 0.375155 -0.07 -0.06 -0.03 0.323
H -5.966107 -4.185396 -1.170781 0.05 0.01 0.01 0.385
H -3.300690 -6.440129 -0.412521 -0.07 0.04 0.06 0.246
```
Forces are in eV/Å.

No. 2
ClHN2O | wB97M-V/def2-TZVPD

Values from the calculation:
**Charge**: 0
**SMILES**: N#N.OCl
**Molar mass**: 80.474 g mol⁻¹
**Max |F|**: 0.034 hartree/bohr
**Energy relative to the best compared isomer or geometry (same formula, charge and spin)**: 9.11 kJ/mol

XYZ file:
```
5
Properties=species:S:1:pos:R:3:forces:R:3:mulliken_charge:R:1
N 1.589353 0.872312 0.442918 0.42 -0.02 -0.19 0.021
N 2.257500 0.419549 -0.292685 -0.22 0.12 0.22 -0.009
O -0.747488 -0.416580 0.269329 -1.56 -0.12 -0.77 -0.388
Cl -2.480104 -0.614092 0.269599 1.15 0.09 0.17 -0.006
H -0.619261 -0.261189 -0.689159 0.20 -0.07 0.57 0.383
```
Forces are in eV/Å.

No. 3
C31H64BClN4O9S3 | wB97M-V/def2-TZVPD

Values from the calculation:
**Charge**: 0
**SMILES**: CCOCCOCCOCN(S)[C@@](C)([C@@](CCCS)(O[C@H](Cl)Cc1cccc(C)c1)B(N)O)S(C)(=O)=O.COC[C@@H](C)N.COC[C@@H](C)N
**Molar mass**: 779.338 g mol⁻¹
**Max |F|**: 0.082 hartree/bohr

XYZ file:
```
113
Properties=species:S:1:pos:R:3:forces:R:3:mulliken_charge:R:1
C 3.756335 -1.610456 -0.078170 -0.06 0.18 -0.31 -0.277
C 5.049123 -1.990482 -0.897019 -0.45 -0.74 0.88 -0.517
O 5.992351 -0.927913 -1.034480 -1.16 -0.10 -0.58 -0.401
C 5.448035 0.183115 -1.751909 0.51 0.49 -0.06 -0.558
C 5.424590 1.496496 -0.837768 1.02 -0.69 -0.98 0.143
O 5.566572 1.151086 0.537466 -0.58 0.79 -0.32 -0.308
C 5.177336 2.227829 1.399835 -1.32 0.38 0.20 -0.620
C 4.196777 1.638811 2.514317 1.88 0.84 -1.03 0.052
O 3.255024 2.677427 2.788635 -0.74 -1.62 -0.09 -0.267
C 2.004972 2.133126 3.269572 0.54 -0.10 1.92 -1.301
N 0.820350 2.845950 2.783369 2.32 -0.50 -0.15 0.744
S 0.899090 4.452992 3.461793 -0.97 1.34 0.60 -0.298
C 0.568575 2.752873 1.342292 -0.80 -2.02 -1.32 1.029
C 1.374267 1.570118 0.624480 1.14 0.90 0.20 -2.052
C -0.994559 2.378848 1.089555 -0.19 1.82 -1.85 -0.748
C -1.445476 2.691574 -0.422147 0.07 -1.28 -0.12 -1.444
C -2.833125 1.996588 -0.774449 0.92 1.21 -1.70 0.182
C -3.062556 2.291189 -2.331668 0.28 -0.08 1.00 -0.267
S -3.441058 4.080767 -2.634375 -0.33 0.07 -0.24 -0.255
O -1.099632 0.952380 1.155180 -0.20 0.45 1.53 0.751
C -1.760805 0.319243 2.191819 -0.18 -2.99 -0.59 0.187
Cl -0.883121 0.313850 3.819107 -0.65 0.45 -0.54 -0.244
C -1.747645 -1.251220 1.801312 0.68 0.12 -0.22 -1.475
C -1.690490 -1.492497 0.273041 -0.78 -0.77 -2.51 0.471
C -0.424563 -1.468508 -0.478548 -1.20 -0.19 0.11 0.023
C -0.326372 -1.723964 -1.900979 -1.82 0.21 1.09 -0.732
C -1.535122 -1.983239 -2.674309 0.46 0.37 2.54 -0.765
C -2.802390 -2.014941 -1.956584 0.58 -0.02 -0.14 1.193
C -4.100460 -2.294577 -2.800772 0.56 0.79 0.80 -1.319
C -2.900383 -1.799207 -0.510177 2.19 0.20 -1.10 -0.669
B -2.028003 3.274055 1.967621 -0.68 1.13 1.87 0.923
N -2.958319 4.299709 1.362151 0.37 -1.16 0.34 -0.738
O -2.102550 3.221049 3.393917 0.10 -1.32 -1.69 -0.714
S 1.112740 4.260889 0.343817 2.16 3.65 -0.01 1.421
C 1.408796 3.857772 -1.446674 -0.12 0.53 -0.49 -0.701
O 0.164875 5.377047 0.445594 -0.24 -1.93 -0.38 -0.692
O 2.465584 4.707386 0.736645 -1.29 -1.75 -0.28 -0.635
H 3.994554 -1.418990 1.002611 -0.19 -0.40 -1.01 0.208
H 3.005966 -2.437616 -0.208308 0.70 0.66 0.39 0.476
H 3.249462 -0.675685 -0.448553 0.57 -0.81 0.16 -0.239
H 4.763921 -2.458658 -1.885461 0.26 0.72 0.72 0.280
H 5.569050 -2.801180 -0.311759 -0.35 0.84 -0.64 0.317
H 4.425384 -0.024910 -2.168013 0.85 0.03 0.51 0.131
H 6.126476 0.360757 -2.636542 -0.70 -0.01 0.84 0.424
H 6.324135 2.112004 -1.138594 -1.07 -0.27 0.23 0.406
H 4.472062 2.037571 -1.080374 0.74 -0.17 0.50 -0.175
H 6.035211 2.791639 1.850265 -0.44 -0.77 -0.40 0.346
H 4.570687 2.989998 0.828267 0.52 -0.68 0.57 0.265
H 3.742428 0.723713 2.053441 0.22 0.71 0.64 -0.146
H 4.850534 1.405816 3.399631 -1.00 -0.12 -0.48 0.328
H 1.956717 1.016287 3.167138 -0.11 1.09 -0.47 0.383
H 2.036985 2.310364 4.386837 -0.47 -0.31 -1.04 0.718
H 1.984633 4.507307 4.302052 -0.27 -0.72 -0.97 0.181
H 1.378172 0.619941 1.198179 -0.15 0.83 -0.33 0.198
H 1.013080 1.359023 -0.406483 -0.08 0.21 0.92 0.647
H 2.430889 1.958026 0.522461 -0.92 -0.66 0.19 -0.199
H -0.734212 2.214721 -1.162719 -0.50 0.28 0.97 0.709
H -1.441301 3.781883 -0.653231 -0.36 -0.84 0.48 0.576
H -2.774590 0.885657 -0.687166 -0.09 0.93 0.30 -0.405
H -3.699306 2.471824 -0.254527 0.71 -0.61 -0.11 0.249
H -2.162401 2.014333 -2.934740 -0.90 -0.07 0.46 -0.190
H -3.975567 1.716166 -2.636827 0.90 0.67 -0.16 0.425
H -2.282092 4.739289 -2.947251 -0.24 -0.95 0.28 0.111
H -2.861541 0.517616 2.315089 1.22 0.83 0.20 0.429
H -0.819652 -1.712655 2.244319 -0.92 0.55 -0.42 0.448
H -2.626667 -1.731139 2.312450 0.74 0.41 -0.66 0.383
H 0.491208 -1.240172 0.125783 -0.84 -0.32 -0.79 0.051
H 0.675405 -1.700625 -2.382534 -0.90 -0.04 0.35 0.495
H -1.419105 -2.167317 -3.765808 -0.42 0.18 0.98 0.336
H -3.830679 -2.824413 -3.746443 -0.42 0.32 0.87 0.346
H -4.837144 -2.850348 -2.171730 0.58 0.19 -0.72 0.355
H -4.586242 -1.309082 -3.057150 0.48 -0.97 0.11 0.224
H -3.915512 -1.878467 -0.056859 1.01 0.13 -0.19 0.286
H -3.899038 3.945514 1.597439 0.24 0.56 -0.34 0.208
H -2.818643 5.146205 1.922023 -0.25 -0.20 -0.15 0.210
H -3.035079 3.116182 3.647112 0.43 0.64 0.14 0.271
H 1.937757 4.779091 -1.824382 -0.54 -0.76 0.80 0.505
H 0.464640 3.781787 -2.033086 0.74 -0.30 0.60 0.177
H 2.123702 3.014578 -1.581946 -0.82 0.49 0.24 0.067
C 0.403460 0.176604 -5.408280 -0.07 -0.09 0.35 -0.266
O 0.134122 -1.207103 -5.555398 0.01 0.11 -0.30 -0.218
C 0.626492 -1.782306 -6.757732 -0.04 -0.34 -0.06 -0.765
C 2.118288 -2.162849 -6.716386 -0.01 0.33 0.27 0.278
C 3.056636 -0.967024 -6.849722 0.18 0.05 -0.18 -1.305
N 2.456198 -2.897221 -5.492301 -0.27 -0.10 -0.02 -0.691
H 0.381206 0.704125 -6.365695 0.07 -0.05 -0.02 0.378
H 1.367438 0.324936 -4.915631 0.06 0.17 -0.13 0.148
H -0.364899 0.601524 -4.759719 -0.05 -0.09 -0.04 -0.158
H 0.049618 -2.701704 -6.898267 0.00 0.03 0.10 0.341
H 0.398335 -1.138783 -7.616292 0.09 0.12 0.05 0.398
H 2.309413 -2.819024 -7.571599 -0.12 -0.03 0.04 0.445
H 3.124200 -0.383576 -5.930378 -0.08 -0.06 0.00 0.188
H 4.067881 -1.305122 -7.085260 -0.08 -0.03 0.06 0.341
H 2.733436 -0.301632 -7.654259 0.00 0.00 0.04 0.350
H 1.896509 -3.746353 -5.453615 0.15 -0.04 -0.03 0.285
H 2.114042 -2.349385 -4.704161 0.13 0.01 -0.06 0.275
C -5.266726 -5.453224 6.181591 -0.30 0.08 -0.13 -0.635
O -5.412986 -4.081442 6.506288 0.30 -0.08 0.15 -0.386
C -4.193742 -3.399549 6.761556 -0.06 0.32 0.06 -0.830
C -3.447746 -2.933101 5.498141 -0.13 -0.34 -0.11 0.462
C -2.718314 -4.057967 4.769537 0.23 -0.01 -0.07 -1.345
N -4.350704 -2.262191 4.554636 -0.11 0.12 0.14 -0.542
H -4.434090 -5.916312 6.718405 0.05 0.05 -0.05 0.293
H -5.138105 -5.576512 5.103890 0.15 -0.16 0.03 0.225
H -6.187906 -5.965612 6.462779 0.02 0.09 0.06 0.254
H -4.472548 -2.509452 7.334014 -0.08 -0.04 -0.05 0.368
H -3.545107 -3.997273 7.413821 0.03 -0.11 -0.10 0.436
H -2.688477 -2.211379 5.816604 -0.10 0.04 0.05 0.320
H -3.395482 -4.696299 4.200200 -0.05 0.05 0.07 0.316
H -2.000010 -3.643749 4.058129 -0.07 0.02 0.04 0.188
H -2.164825 -4.686502 5.471429 -0.03 0.01 -0.02 0.384
H -4.763196 -1.454119 5.015748 0.11 0.04 -0.08 0.270
H -5.145459 -2.881623 4.401825 0.12 0.01 -0.07 0.265
```
Forces are in eV/Å.

No. 4
C2H7NO2 | wB97M-V/def2-TZVPD

Values from the calculation:
**Charge**: 0
**SMILES**: CNC=O.O
**Molar mass**: 77.083 g mol⁻¹
**Max |F|**: 0.032 hartree/bohr
**Energy relative to the best compared isomer or geometry (same formula, charge and spin)**: 111.89 kJ/mol

XYZ file:
```
12
Properties=species:S:1:pos:R:3:forces:R:3:mulliken_charge:R:1
C -1.960525 -0.396420 0.738511 -0.47 0.86 1.02 -0.663
N -1.542266 0.989300 0.624605 0.87 0.41 -0.96 -0.167
C -1.085466 1.739034 1.663802 -0.27 -0.61 0.81 0.126
O -0.709785 2.881685 1.622878 0.21 0.25 -0.44 -0.529
H -1.397537 -1.082547 0.120209 0.18 -0.07 0.00 0.265
H -3.029614 -0.473809 0.546656 0.00 -0.16 -0.35 0.255
H -1.861670 -0.606058 1.806038 0.19 -0.57 -0.13 0.248
H -1.184161 1.330750 -0.263866 -0.55 -0.08 0.09 0.247
H -1.101374 1.185573 2.624183 -0.18 -0.03 -0.02 0.219
O 4.650556 -1.960859 -3.493384 0.76 0.16 -1.46 -0.637
H 4.020262 -2.321254 -2.895613 -0.46 -0.04 1.02 0.314
H 5.201578 -1.285397 -3.094024 -0.30 -0.11 0.44 0.323
```
Forces are in eV/Å.

| no. | lowest unoccupied orbital energy (eV) |
| --- | --- |
| 1 | -2.956 |
| 2 | -0.252 |
| 3 | 0.218 |
| 4 | 0.778 |